22
Properties=species:S:1:pos:R:3:nbo_charge:R:1 method="wB97M-V/def2-TZVPD" de_lowest_ev=1.004 e_tot_ev=-10887.157 homo_lumo_gap_ha=0.379 charge=+1
N -1.92 0.39 0.54 -0.712
C -1.96 -0.46 -0.71 -0.221
C -0.60 -1.24 -0.77 -0.242
N -0.79 -2.20 -1.88 -0.819
H -1.86 -0.19 1.38 0.425
H -1.14 1.11 0.46 0.474
H -2.71 1.01 0.66 0.434
H -2.78 -1.14 -0.54 0.229
H -2.13 0.19 -1.60 0.235
H 0.21 -0.46 -0.88 0.179
H -0.43 -1.85 0.14 0.201
H -0.63 -1.74 -2.79 0.373
H -0.08 -2.91 -1.72 0.376
C 2.55 1.29 0.01 -0.722
C 1.30 1.36 0.91 0.719
N 1.45 0.69 2.08 -0.791
O 0.26 1.95 0.58 -0.678
H 2.60 0.29 -0.43 0.237
H 3.47 1.49 0.60 0.253
H 2.45 2.01 -0.78 0.254
H 2.14 -0.04 2.16 0.408
H 0.62 0.46 2.60 0.387


22
Properties=species:S:1:pos:R:3:nbo_charge:R:1 method="wB97M-V/def2-TZVPD" de_lowest_ev=1.361 e_tot_ev=-10886.800 homo_lumo_gap_ha=0.414 charge=+1
C 0.50 -2.96 1.18 -0.065
C -0.69 -2.89 2.12 -0.643
O 0.61 -1.63 0.54 -0.777
H 1.38 -2.96 1.82 0.191
H 0.48 -3.71 0.40 0.192
H -1.49 -2.35 1.61 0.203
H 0.89 -1.76 -0.39 0.490
H -0.38 -2.27 2.96 0.219
H -1.22 -3.80 2.39 0.247
C 0.17 3.04 -2.23 -0.446
C -0.21 1.45 -0.51 0.675
N -0.85 0.45 0.07 -0.764
N -0.69 2.03 -1.62 -0.550
N 0.82 1.99 0.17 -0.794
H -1.62 0.01 -0.43 0.406
H -0.28 -0.26 0.62 0.463
H -1.31 1.59 -2.28 0.428
H 1.68 2.17 -0.34 0.422
H 0.87 1.83 1.15 0.428
H 1.24 2.78 -2.33 0.197
H 0.16 3.96 -1.63 0.231
H -0.06 3.28 -3.26 0.246


22
Properties=species:S:1:pos:R:3:nbo_charge:R:1 method="wB97M-V/def2-TZVPD" de_lowest_ev=2.030 e_tot_ev=-10886.131 homo_lumo_gap_ha=0.281 charge=+1
C -0.66 -1.48 1.25 -0.185
C -1.09 -1.43 -0.24 -0.466
C -0.60 -0.30 -1.08 0.041
C 0.59 -0.33 -1.73 -0.046
N 1.13 0.82 -2.27 -0.829
N -1.43 0.84 -1.05 -0.841
N 0.63 -0.65 1.57 -0.708
H -0.33 -2.47 1.52 0.225
H -1.35 -1.02 1.95 0.219
H -0.86 -2.43 -0.61 0.238
H -2.18 -1.37 -0.33 0.238
H 1.10 -1.26 -1.53 0.202
H 1.92 0.65 -2.85 0.397
H 0.55 1.61 -2.45 0.401
H -1.00 1.67 -0.68 0.368
H -2.35 0.74 -0.65 0.382
H 0.69 -0.61 2.58 0.427
H 1.53 -0.91 1.16 0.438
H 0.53 0.34 1.27 0.474
H 1.02 2.64 2.15 0.496
H 1.20 2.78 0.64 0.504
O 0.97 2.15 1.34 -0.974


22
Properties=species:S:1:pos:R:3:nbo_charge:R:1 method="wB97M-V/def2-TZVPD" de_lowest_ev=0.404 e_tot_ev=-10887.757 homo_lumo_gap_ha=0.427 charge=+1
C 0.24 -1.96 1.51 -0.623
C -0.65 -1.97 0.29 -0.428
C -0.19 -1.16 -0.89 -0.224
N 0.00 0.25 -0.53 -0.555
C 0.28 1.25 -1.34 0.684
N 0.83 1.02 -2.54 -0.771
N -0.05 2.50 -1.03 -0.759
H 1.28 -1.94 1.19 0.209
H 0.05 -2.75 2.22 0.241
H 0.24 -1.02 2.05 0.211
H -0.76 -3.00 -0.07 0.238
H -1.71 -1.83 0.51 0.223
H 0.71 -1.58 -1.35 0.203
H -0.93 -1.23 -1.68 0.216
H -0.31 0.54 0.39 0.438
H 1.08 0.08 -2.79 0.423
H 1.33 1.79 -2.97 0.422
H 0.15 3.28 -1.64 0.424
H -0.72 2.66 -0.30 0.422
H 0.22 1.37 3.50 0.493
H -0.89 2.17 2.82 0.481
O -0.21 1.51 2.65 -0.969


27
Properties=species:S:1:pos:R:3:nbo_charge:R:1 method="wB97M-V/def2-TZVPD" de_lowest_ev=0.000 e_tot_ev=-54734.337 homo_lumo_gap_ha=0.338 charge=0
C 1.51 -1.36 -0.17 -0.644
C 2.90 0.81 -0.64 -0.642
C 1.21 0.81 1.19 -0.652
C 1.59 0.16 -0.12 -0.120
N -2.82 2.20 1.28 -0.909
N -1.70 -2.70 -0.30 -0.947
N -0.93 -0.14 -1.41 -1.208
O -1.37 -0.33 1.12 -1.104
O -0.22 2.14 -0.61 -0.987
P -2.03 -0.20 -0.14 1.716
S -3.19 1.48 -0.24 0.124
S -3.07 -1.85 -0.97 0.085
S 0.35 1.00 -1.40 1.352
H 0.56 -1.55 0.17 0.248
H 1.54 -1.72 -1.23 0.204
H 2.33 -1.86 0.27 0.221
H 2.78 1.83 -0.95 0.221
H 3.25 0.13 -1.48 0.211
H 3.59 0.92 0.21 0.222
H 1.52 0.19 2.01 0.217
H 1.75 1.87 1.30 0.206
H 0.11 0.94 1.28 0.264
H -3.10 1.55 2.00 0.371
H -1.80 2.22 1.31 0.388
H -1.95 -2.90 0.60 0.370
H -1.46 -3.54 -0.79 0.383
H -1.34 -0.10 -2.30 0.408


22
Properties=species:S:1:pos:R:3:nbo_charge:R:1 method="wB97M-V/def2-TZVPD" de_lowest_ev=1.217 e_tot_ev=-18131.953 homo_lumo_gap_ha=0.312 charge=0
C -0.64 -2.10 1.14 -0.421
N 0.18 -0.97 1.48 -0.975
P 0.23 0.55 0.91 1.270
N -1.45 0.64 0.38 -0.948
C -2.25 1.42 1.37 -0.402
N 1.00 0.05 -1.02 -0.689
C 2.38 -0.30 -1.01 -0.430
C 0.75 1.01 -2.07 -0.427
H -1.22 -1.84 0.26 0.224
H -0.13 -2.88 0.74 0.196
H -1.36 -2.46 1.84 0.190
H 1.06 -1.22 1.92 0.393
H -1.45 0.84 -0.58 0.387
H -1.72 1.50 2.24 0.193
H -2.53 2.49 0.84 0.178
H -3.23 0.97 1.60 0.196
H 2.68 -0.62 -2.03 0.193
H 3.10 0.46 -0.69 0.152
H 2.66 -1.07 -0.22 0.183
H 0.80 0.47 -3.00 0.188
H -0.26 1.18 -2.10 0.179
H 1.39 1.86 -2.00 0.168


20
Properties=species:S:1:pos:R:3:mulliken_charge:R:1 method="wB97M-V/def2-TZVPD" de_lowest_ev=6.747 e_tot_ev=-7900.208 homo_lumo_gap_ha=0.220 charge=+1
C -2.42 -0.09 -0.22 -1.217
C -0.98 -0.37 -0.10 0.235
C -0.42 -0.70 1.30 -0.552
C 1.09 -0.90 1.37 -1.091
N 0.37 1.36 -1.34 -0.648
H -2.68 0.33 -1.19 0.367
H -3.13 -0.88 0.02 0.393
H -2.78 0.65 0.50 0.355
H -0.61 -1.10 -0.83 0.351
H -0.93 -1.67 1.44 0.373
H -0.83 0.02 2.01 0.370
H 1.25 -1.18 2.41 0.360
H 1.66 -0.02 1.09 0.365
H 1.39 -1.74 0.74 0.341
H 0.50 1.99 -0.54 0.417
H 0.25 2.01 -2.14 0.257
H -0.24 0.58 -0.30 0.173
H 3.61 0.66 -1.63 0.351
H 2.07 0.82 -1.34 0.402
O 2.84 0.22 -1.26 -0.602


20
Properties=species:S:1:pos:R:3:nbo_charge:R:1 method="wB97M-V/def2-TZVPD" de_lowest_ev=0.673 e_tot_ev=-7906.281 homo_lumo_gap_ha=0.474 charge=+1
C 1.09 -1.29 1.91 -0.648
C 1.09 -0.14 0.92 -0.224
N -0.27 -0.06 0.21 -0.492
C -0.67 1.29 -0.32 -0.216
C 0.36 1.97 -1.17 -0.652
H 0.80 -0.98 2.91 0.243
H 0.31 -2.01 1.63 0.215
H 1.96 -1.93 1.81 0.259
H 1.78 -0.27 0.08 0.217
H 1.40 0.80 1.35 0.230
H -0.11 -0.66 -0.59 0.449
H -0.99 -0.35 0.87 0.443
H -1.60 1.09 -0.86 0.231
H -0.96 1.87 0.55 0.221
H 0.55 1.44 -2.12 0.228
H 1.30 2.09 -0.66 0.225
H 0.03 2.95 -1.50 0.264
H -2.60 -1.57 -2.05 0.494
H -1.51 -2.52 -1.65 0.485
O -1.97 -1.73 -1.33 -0.972


20
Properties=species:S:1:pos:R:3:nbo_charge:R:1 method="wB97M-V/def2-TZVPD" de_lowest_ev=0.937 spin_multiplicity=2 e_tot_ev=-7891.165 homo_lumo_gap_ha="0.399 / 0.134" charge=+2
C -1.22 -0.15 -0.70 -0.249
C 0.16 -0.81 -0.54 -0.121
C 0.30 -2.19 -1.25 -0.531
C 1.27 -0.06 -1.33 -0.498
N -1.65 0.52 0.59 -0.681
H -1.18 0.67 -1.41 0.262
H -2.03 -0.84 -1.00 0.287
H 0.37 -0.84 0.50 0.259
H 0.19 -2.11 -2.33 0.269
H 1.27 -2.67 -1.09 0.287
H -0.45 -2.90 -0.82 0.363
H 2.20 -0.60 -1.36 0.285
H 1.34 0.93 -0.77 0.388
H 1.02 0.32 -2.32 0.283
H -2.59 0.93 0.66 0.480
H -1.57 -0.08 1.42 0.451
H -1.04 1.32 0.79 0.462
H 1.85 2.52 2.99 0.506
H 0.61 1.73 3.31 0.475
O 1.05 2.17 2.57 -0.978


21
Properties=species:S:1:pos:R:3:nbo_charge:R:1 method="wB97M-V/def2-TZVPD" de_lowest_ev=2.239 spin_multiplicity=2 e_tot_ev=-9955.850 homo_lumo_gap_ha="0.093 / 0.285" charge=0
C -2.25 -1.96 0.49 -0.620
C -1.97 -0.81 1.43 -0.424
C -1.43 0.42 0.78 -0.452
C -0.24 0.94 1.06 -0.365
N 0.31 2.06 0.29 -0.706
H -1.38 -2.30 -0.07 0.193
H -3.04 -1.79 -0.26 0.193
H -2.74 -2.80 1.00 0.185
H -1.30 -1.21 2.21 0.188
H -2.84 -0.57 2.04 0.187
H -2.10 0.89 0.08 0.167
H 0.42 0.54 1.81 0.182
H -0.35 2.54 -0.35 0.401
H 0.77 2.77 0.90 0.395
H 1.11 1.66 -0.32 0.458
H 2.66 0.58 -1.46 0.522
H 3.12 2.07 -1.51 0.487
O 2.35 1.51 -1.33 -0.981
H 2.23 -1.71 -2.42 0.482
H 3.76 -1.66 -2.29 0.485
O 2.93 -1.18 -2.08 -0.976


21
Properties=species:S:1:pos:R:3:nbo_charge:R:1 method="wB97M-V/def2-TZVPD" de_lowest_ev=2.017 e_tot_ev=-9952.744 homo_lumo_gap_ha=0.380 charge=+1
C -0.29 -0.01 0.91 -0.223
C -1.78 -0.44 0.99 -0.458
C -2.27 -1.57 0.14 -0.288
C -2.75 -2.77 0.43 -0.295
N 0.15 -0.21 -0.52 -0.663
H 0.29 -0.34 1.77 0.248
H -0.27 1.08 0.95 0.224
H -2.21 0.42 0.48 0.212
H -2.10 -0.53 2.02 0.251
H -2.59 -1.26 -0.86 0.203
H -2.96 -3.46 -0.38 0.215
H -2.88 -3.22 1.41 0.209
H 1.13 0.01 -0.62 0.473
H -0.42 0.40 -1.11 0.442
H -0.08 -1.16 -0.80 0.438
H 4.38 1.56 0.20 0.477
H 5.00 2.87 -0.17 0.499
O 4.15 2.41 -0.20 -0.962
H 1.46 2.41 -2.10 0.496
H 2.47 2.07 -1.09 0.518
O 1.60 1.76 -1.41 -1.016


21
Properties=species:S:1:pos:R:3:nbo_charge:R:1 method="wB97M-V/def2-TZVPD" de_lowest_ev=1.849 e_tot_ev=-9952.912 homo_lumo_gap_ha=0.411 charge=+1
C 0.47 2.67 -0.54 -0.611
C 0.89 1.23 -0.29 -0.429
C -0.46 0.44 -0.28 -0.229
C -0.67 -2.10 -0.19 0.109
N -0.11 -0.97 0.00 -0.397
H 1.30 3.33 -0.75 0.236
H -0.06 3.04 0.34 0.210
H -0.25 2.84 -1.36 0.216
H 1.47 1.18 0.66 0.224
H 1.55 0.92 -1.13 0.215
H -1.20 0.50 -1.07 0.242
H -0.92 0.78 0.68 0.252
H -1.64 -2.15 -0.61 0.232
H -0.08 -2.97 0.12 0.229
H 0.84 -1.15 0.35 0.457
H 3.16 -1.73 0.56 0.498
H 2.53 -2.57 1.67 0.499
O 2.37 -2.23 0.78 -0.967
H -3.32 0.20 -0.21 0.507
H -3.12 -0.87 1.01 0.504
O -2.73 -0.39 0.27 -0.996